Formula: C22H63NO10
Source: the OMol25 dataset
Level of theory: the ωB97M-V functional and the def2-TZVPD basis

Values from the calculation:
Kohn-Sham gap	9.69	eV
SMILES string	COCCNCCOC.CCO.CCO.CCO.CCO.CCO.CCO.CCO.CCO
energy above the lowest of the compared OMol25 structures with the same formula, charge and spin	16.0	kcal/mol
total charge	0
electronic energy	-45796.891	eV

Last column: Löwdin charge in e.
Element x y z (Å)
1 O -0.831 1.927 -3.105  -0.140
2 O -3.491 -0.334 -3.349  -0.086
3 O 4.340 1.118 -0.527  -0.086
4 O 1.047 5.592 0.263  -0.117
5 O -0.445 -0.682 5.665  -0.207
6 O -0.510 -0.402 -4.546  -0.112
7 O -2.300 0.857 1.655  -0.125
8 O -2.148 0.364 -1.045  -0.156
9 O 3.853 -0.977 3.268  -0.187
10 O 2.357 -2.882 1.012  -0.093
11 N 1.050 -1.501 3.153  -0.070
12 C -2.669 3.363 -2.886  -0.082
13 C 0.554 -0.700 -5.581  -0.233
14 C 3.954 -0.912 -1.619  -0.076
15 C -4.576 1.913 1.536  -0.092
16 C 2.507 -4.191 1.467  -0.344
17 C -1.377 -0.798 -0.632  -0.262
18 C 0.481 4.414 -0.383  -0.271
19 C -0.320 -1.678 3.450  -0.226
20 C 2.971 -0.084 2.580  -0.194
21 C 1.385 -4.743 2.267  -0.090
22 C -4.186 -2.627 -3.258  -0.082
23 C 3.538 0.516 -1.490  -0.353
24 C 0.086 -0.490 -0.426  -0.060
25 C 5.130 -1.015 2.716  -0.116
26 C 1.593 -0.168 3.339  -0.157
27 C -0.733 -1.848 4.915  -0.201
28 C -3.158 1.989 2.046  -0.280
29 C 0.892 3.103 0.372  -0.066
30 C -1.815 2.635 -3.875  -0.295
31 C -1.485 0.277 5.582  -0.106
32 C -4.306 -1.237 -2.634  -0.325
33 C 1.472 0.480 -5.663  -0.089
34 H -3.352 4.065 -3.383  0.088
35 H 0.712 -1.370 -0.243  0.082
36 H 5.021 -0.926 -1.654  0.069
37 H 1.250 -4.170 3.236  0.078
38 H -5.304 2.666 1.878  0.080
39 H -0.614 4.666 -0.340  0.107
40 H 5.151 -1.329 1.679  0.081
41 H -2.273 0.919 0.686  0.019
42 H 2.291 0.114 -6.297  0.088
43 H 0.191 2.368 0.180  0.008
44 H -3.004 2.035 3.150  0.112
45 H -1.788 -1.132 0.327  0.108
46 H 0.868 0.684 3.104  0.141
47 H -0.666 -2.542 2.947  0.095
48 H -3.261 2.674 -2.283  0.065
49 H -2.782 2.896 1.600  0.092
50 H -2.058 3.832 -2.126  0.058
51 H -3.010 0.116 -2.660  0.016
52 H 3.376 0.933 2.558  0.118
53 H -0.925 -0.820 3.063  0.112
54 H 1.867 2.734 0.003  0.074
55 H 1.113 -1.582 -5.290  0.106
56 H -4.099 -1.233 -1.532  0.121
57 H 0.851 4.295 -1.444  0.117
58 H 1.811 0.759 -4.670  0.066
59 H 0.873 3.329 1.462  0.089
60 H 1.747 5.317 0.885  0.076
61 H -1.142 1.088 6.215  0.084
62 H -1.540 -1.621 -1.368  0.120
63 H -1.818 -2.074 5.009  0.126
64 H 5.546 -0.015 2.749  0.083
65 H -1.305 3.379 -4.567  0.128
66 H -0.103 -2.634 5.383  0.130
67 H -4.953 -3.314 -2.889  0.075
68 H -2.340 1.844 -4.458  0.115
69 H 0.434 0.164 -1.208  0.052
70 H -1.544 0.732 4.569  0.070
71 H 5.774 -1.686 3.314  0.100
72 H 3.623 -1.400 -2.516  0.063
73 H 2.663 -4.815 0.609  0.107
74 H -4.389 -2.501 -4.303  0.064
75 H 2.480 0.602 -1.211  0.083
76 H -2.496 -0.153 5.896  0.112
77 H -3.182 -2.991 -3.068  0.064
78 H -4.966 1.017 1.976  0.060
79 H 2.818 -0.431 1.567  0.088
80 H -1.272 -0.970 -4.576  0.063
81 H 0.096 -0.827 -6.553  0.107
82 H 1.505 -5.799 2.504  0.075
83 H -5.349 -0.951 -2.766  0.103
84 H 1.809 -0.001 4.389  0.110
85 H -4.666 1.835 0.422  0.087
86 H 0.097 0.182 0.459  0.069
87 H 3.751 1.052 -2.424  0.115
88 H -1.562 1.015 -1.546  0.088
89 H 0.908 1.344 -6.071  0.091
90 H 1.573 -2.078 3.798  0.111
91 H -0.577 1.092 -3.557  0.041
92 H 1.884 -2.395 1.690  0.012
93 H 0.420 -4.746 1.735  0.082
94 H 3.985 1.200 0.378  0.065
95 H 3.421 -4.297 2.006  0.101
96 H 3.571 -1.417 -0.691  0.072

Formula: C22H64N4O10
Source: the OMol25 dataset
Level of theory: the ωB97M-V functional and the def2-TZVPD basis

Values from the calculation:
Kohn-Sham gap	9.66	eV
SMILES string	NC(N)=O.NC(N)=O.CC(C)O.CC(C)O.CC(C)O.CC(C)O.CC(C)O.CC(C)O.CO.CO
energy above the lowest of the compared OMol25 structures with the same formula, charge and spin	225.1	kcal/mol
total charge	0
electronic energy	-50277.860	eV

Last column: Löwdin charge in e.
Element x y z (Å)
1 O -0.468 2.439 -1.734  -0.023
2 O 2.201 4.571 0.281  -0.113
3 O -1.920 -0.522 -1.764  -0.122
4 O 2.828 -3.610 -1.820  0.027
5 O -1.673 4.547 -0.189  -0.021
6 O 2.469 0.239 2.902  0.002
7 O -1.101 -0.696 0.918  -0.111
8 O 0.814 -2.122 2.253  -0.044
9 O -3.261 -3.642 -3.277  0.020
10 O -4.121 3.163 -0.002  -0.128
11 N 2.250 2.285 0.948  0.190
12 N -1.994 -1.234 -3.972  0.209
13 N -0.770 0.504 -3.491  0.184
14 N 3.540 3.660 1.964  0.158
15 C -2.363 -3.641 -1.285  -0.059
16 C -3.224 -4.388 -2.279  -0.627
17 C -1.352 4.290 1.983  -0.008
18 C 0.692 2.737 -2.108  -0.643
19 C -0.411 0.439 1.395  -0.112
20 C 0.575 3.358 -3.418  -0.019
21 C 2.586 1.716 4.334  -0.032
22 C 1.675 1.566 -2.139  -0.038
23 C -2.153 6.459 0.981  -0.019
24 C -0.286 -3.982 1.540  -0.035
25 C 2.159 0.248 4.087  -0.666
26 C 2.846 -0.731 4.905  -0.032
27 C -1.275 5.234 0.791  -0.600
28 C -2.620 -5.793 -2.400  -0.025
29 C -1.595 -0.443 -3.103  -0.613
30 C 1.573 -3.532 -1.786  -0.671
31 C 0.534 -3.289 2.578  -0.626
32 C 1.033 -3.889 -3.112  -0.038
33 C -3.410 1.910 -0.523  -0.065
34 C 2.687 3.490 0.969  -0.612
35 C 1.948 -3.868 2.648  -0.033
36 C 1.226 -2.105 -1.412  -0.037
37 H -3.111 6.308 0.484  0.092
38 H -0.404 0.350 2.532  0.123
39 H -1.526 5.161 -0.921  0.152
40 H 4.023 3.043 2.572  0.079
41 H 1.111 0.108 4.333  0.137
42 H -1.732 7.304 0.545  0.050
43 H -1.305 -3.645 -1.516  0.051
44 H 2.444 -3.318 3.539  0.092
45 H -1.596 -5.822 -1.967  0.075
46 H 0.178 -4.933 1.318  0.075
47 H -2.894 -2.681 -1.078  0.100
48 H -3.439 1.829 -1.573  0.057
49 H -3.754 1.029 -0.066  0.059
50 H -2.392 -2.115 -3.562  0.110
51 H 1.526 -1.396 -2.216  0.085
52 H -2.303 6.872 1.978  0.087
53 H -1.140 4.706 2.953  0.081
54 H -0.080 2.823 -4.064  0.079
55 H -2.241 3.729 1.985  0.064
56 H 2.604 1.904 5.430  0.094
57 H -0.619 3.457 1.829  0.076
58 H 1.080 3.408 -1.386  0.106
59 H 1.470 0.828 -1.355  0.069
60 H 1.573 3.443 -3.653  0.068
61 H 1.746 -3.792 -3.933  0.095
62 H 0.139 -3.265 -3.321  0.074
63 H 3.751 -0.273 5.374  0.101
64 H -2.374 -4.125 -0.267  0.089
65 H 2.155 -1.082 5.669  0.094
66 H 1.831 1.091 -3.038  0.044
67 H 3.520 2.025 3.905  0.053
68 H 2.110 -0.562 2.640  0.060
69 H -3.509 3.832 -0.212  -0.019
70 H 3.074 -4.510 -1.899  0.104
71 H -1.028 1.248 1.286  0.029
72 H -0.641 3.042 -1.007  0.092
73 H -2.621 -6.128 -3.425  0.068
74 H 1.877 -4.903 2.959  0.067
75 H 2.268 1.805 1.857  0.081
76 H 0.567 0.554 0.977  0.058
77 H 0.706 -4.918 -2.999  0.076
78 H -0.454 -3.452 0.578  0.050
79 H 0.085 -1.609 1.831  0.074
80 H -4.063 -3.749 -3.743  0.123
81 H 3.306 -1.536 4.345  0.073
82 H 0.082 -3.320 3.542  0.134
83 H -0.278 5.605 0.647  0.128
84 H 2.712 1.837 -1.895  0.100
85 H -1.390 -0.645 0.021  0.018
86 H 1.860 2.440 3.948  0.081
87 H -4.176 -4.459 -1.760  0.143
88 H 0.096 -2.025 -1.289  0.073
89 H 0.254 4.385 -3.321  0.092
90 H -1.389 -4.026 1.813  0.102
91 H -0.476 1.069 -2.740  0.025
92 H -3.313 -6.420 -1.772  0.094
93 H -2.349 1.997 -0.209  0.045
94 H 3.392 4.604 2.288  0.119
95 H 1.635 1.989 0.149  0.090
96 H 2.559 -3.850 1.735  0.090
97 H -1.647 -1.122 -4.898  0.124
98 H 1.704 -1.795 -0.467  0.087
99 H 1.220 -4.167 -0.928  0.142
100 H -0.053 0.453 -4.243  0.144

Formula: C22H66ClCs2O11
Source: the OMol25 dataset
Level of theory: the ωB97M-V functional and the def2-TZVPD basis

Values from the calculation:
Kohn-Sham gap	7.42	eV
total charge	+1
electronic energy	-60019.890	eV

Last column: Löwdin charge in e.
Element x y z (Å)
1 Cs -16.778 -24.426 -11.865  0.961
2 Cs -20.200 -27.479 -12.818  0.926
3 Cl -20.290 -23.897 -13.703  -0.098
4 O -19.396 -25.191 -18.553  -0.070
5 O -25.174 -26.780 -13.273  -0.083
6 O -20.718 -26.176 -15.856  -0.216
7 O -17.935 -21.774 -10.599  -0.202
8 O -13.885 -24.723 -13.514  -0.124
9 O -22.676 -21.947 -15.182  -0.116
10 O -20.610 -21.218 -11.628  -0.107
11 O -21.002 -23.003 -19.323  -0.098
12 O -17.785 -21.626 -14.819  -0.097
13 O -18.571 -26.450 -10.152  -0.252
14 O -17.108 -27.527 -13.069  -0.243
15 C -21.141 -20.678 -18.764  -0.084
16 C -22.663 -21.629 -10.501  -0.062
17 C -19.060 -26.509 -8.817  -0.284
18 C -22.459 -20.682 -14.541  -0.285
19 C -18.119 -25.101 -18.009  -0.327
20 C -24.616 -24.486 -12.813  -0.081
21 C -17.291 -19.432 -13.942  -0.088
22 C -16.562 -28.314 -14.121  -0.296
23 C -21.849 -27.276 -17.681  -0.042
24 C -21.937 -26.204 -16.536  -0.293
25 C -17.094 -20.743 -10.091  -0.289
26 C -25.365 -25.467 -13.748  -0.308
27 C -21.164 -21.521 -10.377  -0.330
28 C -20.585 -22.056 -18.323  -0.290
29 C -13.958 -25.183 -14.856  -0.313
30 C -17.120 -24.868 -19.086  -0.072
31 C -22.932 -19.513 -15.480  -0.058
32 C -15.842 -21.346 -9.527  -0.082
33 C -19.534 -25.096 -8.508  -0.060
34 C -18.204 -20.594 -13.927  -0.330
35 C -15.350 -25.245 -15.413  -0.088
36 C -17.501 -28.373 -15.321  -0.065
37 H -22.665 -26.447 -15.762  0.099
38 H -19.165 -20.211 -14.270  0.111
39 H -20.895 -27.801 -17.620  0.074
40 H -17.961 -27.187 -10.225  0.059
41 H -21.428 -20.474 -14.255  0.076
42 H -21.864 -26.848 -18.683  0.074
43 H -22.195 -25.191 -16.846  0.121
44 H -22.216 -22.662 -14.736  -0.031
45 H -15.092 -20.581 -9.326  0.086
46 H -17.903 -27.426 -15.680  0.065
47 H -18.163 -24.206 -17.387  0.111
48 H -20.667 -22.060 -12.085  -0.022
49 H -16.149 -24.615 -18.661  0.070
50 H -16.722 -27.822 -12.241  0.072
51 H -15.387 -25.982 -16.216  0.089
52 H -13.521 -26.182 -14.885  0.113
53 H -20.714 -20.295 -19.691  0.073
54 H -17.731 -18.762 -13.204  0.083
55 H -23.020 -21.711 -9.475  0.078
56 H -13.373 -24.586 -15.554  0.122
57 H -21.004 -19.937 -17.977  0.050
58 H -18.700 -21.393 -11.035  0.025
59 H -15.679 -24.265 -15.758  0.089
60 H -15.712 -27.768 -14.530  0.088
61 H -17.434 -24.153 -19.846  0.090
62 H -16.067 -25.468 -14.622  0.022
63 H -20.887 -20.775 -9.633  0.120
64 H -20.707 -22.417 -9.957  0.096
65 H -19.501 -21.951 -18.359  0.105
66 H -17.852 -25.924 -17.347  0.095
67 H -24.906 -23.479 -13.113  0.073
68 H -18.197 -20.972 -12.905  0.078
69 H -17.589 -20.074 -9.389  0.126
70 H -20.665 -25.416 -15.272  -0.100
71 H -24.001 -19.646 -15.643  0.070
72 H -25.962 -27.287 -13.481  0.083
73 H -16.152 -29.259 -13.764  0.132
74 H -22.922 -22.550 -11.023  0.065
75 H -17.043 -28.912 -16.151  0.097
76 H -24.983 -24.521 -11.788  0.070
77 H -16.023 -21.844 -8.574  0.079
78 H -16.300 -19.675 -13.559  0.076
79 H -18.225 -26.793 -8.177  0.124
80 H -20.565 -23.804 -19.024  0.017
81 H -22.223 -20.774 -18.865  0.074
82 H -22.708 -18.561 -14.998  0.071
83 H -16.883 -20.180 -11.000  0.104
84 H -18.709 -24.383 -8.552  0.075
85 H -18.296 -29.014 -14.942  0.056
86 H -19.954 -25.642 -17.916  0.044
87 H -19.883 -27.206 -8.658  0.118
88 H -20.284 -24.685 -9.184  0.075
89 H -19.871 -25.142 -7.473  0.089
90 H -23.015 -20.677 -13.604  0.092
91 H -16.884 -25.750 -19.682  0.077
92 H -22.539 -19.489 -16.496  0.042
93 H -13.044 -25.047 -13.184  0.089
94 H -25.006 -25.446 -14.777  0.099
95 H -17.207 -18.869 -14.872  0.086
96 H -18.520 -22.237 -14.911  0.002
97 H -26.392 -25.112 -13.831  0.114
98 H -21.052 -22.345 -17.381  0.096
99 H -23.532 -24.550 -12.719  0.047
100 H -15.326 -22.098 -10.124  0.046
101 H -22.743 -27.899 -17.660  0.073
102 H -23.125 -20.756 -10.961  0.084